{
  "formula": "C8H12NOS",
  "method": "wB97M-V/def2-TZVPD",
  "total_charge": 1,
  "e_above_lowest_kj_mol": 682.30,
  "homo_lumo_gap_ev": [7.13, 7.11],
  "symbols": ["C", "C", "C", "C", "C", "C", "C", "C", "N", "O", "S", "H", "H", "H", "H", "H", "H", "H", "H", "H", "H", "H", "H"],
  "coordinates": [[0.6477, -2.2146, 0.9520], [1.8573, -1.5556, 1.0501], [-0.5304, -1.6330, 0.5658], [0.4098, 0.6352, 1.4037], [-0.5252, 1.7401, 1.0170], [-1.5680, 1.3156, -0.1117], [-2.3344, 0.0993, 0.2946], [-1.6266, -1.1928, 0.0039], [2.5523, -0.0529, -1.4567], [3.1692, 0.7511, 1.1503], [1.9165, 0.1636, 0.7367], [0.8769, -3.3213, 1.2097], [2.8061, -2.0354, 1.0283], [-1.1293, 1.9810, 1.9510], [-0.0381, 2.6120, 0.6159], [-2.0895, 2.1121, -0.3895], [-1.1256, 1.1177, -1.0438], [-2.7021, 0.2201, 1.2593], [-3.2161, 0.0200, -0.2378], [-1.9481, -1.6004, -0.8726], [3.3308, 0.5368, -1.6642], [1.9533, -0.0638, -2.3061], [2.8597, -0.9736, -1.5703]]
}